This record from OMol25 describes a cluster of 14 separate species, C19H67FNO18PS in total in a non-equilibrium geometry. The level of theory is ωB97M-V/def2-TZVPD.

```
108
Properties=species:S:1:pos:R:3:lowdin_charge:R:1
C 2.99 -2.06 1.59 -0.05
C 3.29 -2.19 0.10 -0.25
O 2.14 -2.58 -0.70 -0.22
P 0.84 -1.65 -0.81 0.50
O 0.34 -1.51 -2.18 -0.24
C 1.15 -0.01 -0.09 -0.20
C 0.46 1.10 -0.91 -0.22
N 0.15 2.32 -0.12 -0.11
S 1.34 2.83 0.85 0.56
O 2.58 2.79 0.15 -0.23
O 1.25 2.33 2.18 -0.24
F 0.93 4.34 0.95 -0.15
O -0.14 -2.43 0.17 -0.20
C -1.39 -1.76 0.45 -0.24
C -1.45 -1.29 1.90 -0.05
H 2.76 -1.03 1.87 0.07
H 3.89 -2.33 2.15 0.08
H 2.18 -2.73 1.87 0.08
H 3.75 -1.29 -0.32 0.11
H 4.01 -3.00 -0.05 0.10
H 2.21 0.21 -0.01 0.08
H 0.72 -0.01 0.92 0.08
H -0.49 0.74 -1.31 0.11
H 1.07 1.38 -1.76 0.12
H -0.73 2.28 0.37 0.11
H -1.53 -0.93 -0.25 0.10
H -2.18 -2.48 0.24 0.12
H -0.44 -1.21 2.31 0.08
H -1.95 -0.32 1.93 0.06
H -1.99 -2.03 2.50 0.05
C 0.34 7.41 -0.64 -0.17
O 1.38 7.47 0.34 -0.12
H -0.07 8.40 -0.75 0.08
H 0.73 7.07 -1.60 0.08
H -0.46 6.73 -0.31 0.06
H 1.74 6.58 0.43 0.06
C -4.79 1.22 1.46 -0.14
O -3.48 1.77 1.32 -0.15
H -4.84 0.32 0.85 0.08
H -4.98 0.95 2.50 0.08
H -5.55 1.93 1.11 0.08
H -3.45 2.57 1.87 0.08
C 2.94 -6.22 0.10 -0.14
O 1.97 -5.28 0.55 -0.12
H 2.70 -7.17 0.57 0.06
H 2.90 -6.34 -0.99 0.08
H 3.95 -5.93 0.39 0.07
H 2.17 -4.43 0.15 0.03
C -4.39 3.29 -1.62 -0.17
O -5.71 3.79 -1.42 -0.12
H -4.41 2.22 -1.44 0.07
H -4.07 3.46 -2.65 0.08
H -3.69 3.77 -0.93 0.07
H -5.69 4.74 -1.61 0.06
C 5.60 -3.87 -2.59 -0.13
O 5.68 -4.61 -1.38 -0.15
H 5.51 -2.82 -2.33 0.08
H 6.49 -4.01 -3.21 0.08
H 4.71 -4.16 -3.17 0.08
H 5.75 -5.55 -1.60 0.08
C -1.05 -4.95 4.65 -0.15
O -1.33 -4.23 3.45 -0.13
H -1.00 -4.21 5.45 0.08
H -1.85 -5.66 4.88 0.08
H -0.10 -5.48 4.59 0.08
H -1.38 -4.87 2.73 0.05
C -5.17 -4.62 4.97 -0.16
O -4.31 -3.62 5.48 -0.13
H -6.01 -4.70 5.66 0.08
H -5.55 -4.36 3.98 0.08
H -4.67 -5.59 4.92 0.07
H -3.56 -3.54 4.88 0.05
C 0.19 -8.13 1.56 -0.15
O -0.64 -7.03 1.91 -0.13
H -0.19 -9.02 2.06 0.08
H 0.18 -8.29 0.48 0.08
H 1.21 -7.94 1.89 0.07
H -0.27 -6.26 1.46 0.06
C -2.19 8.38 2.82 -0.15
O -1.74 7.72 1.65 -0.14
H -3.26 8.56 2.71 0.08
H -2.04 7.76 3.71 0.08
H -1.69 9.34 2.96 0.08
H -0.79 7.57 1.74 0.05
C -0.30 3.97 -3.43 -0.16
O -0.63 2.84 -4.22 -0.13
H -0.69 3.79 -2.43 0.06
H 0.78 4.11 -3.37 0.08
H -0.76 4.88 -3.83 0.07
H -0.29 2.99 -5.11 0.03
C -3.25 7.03 -2.42 -0.15
O -4.39 6.60 -3.16 -0.13
H -3.07 6.32 -1.62 0.07
H -2.37 7.07 -3.07 0.07
H -3.42 8.02 -1.98 0.08
H -4.55 7.23 -3.86 0.07
C 8.43 -5.50 1.44 -0.16
O 7.32 -5.81 0.61 -0.14
H 8.46 -6.25 2.23 0.08
H 9.37 -5.53 0.89 0.07
H 8.32 -4.52 1.91 0.08
H 7.26 -5.14 -0.09 0.04
C -0.90 3.56 -7.92 -0.14
O 0.22 3.39 -7.05 -0.14
H -1.16 4.62 -7.90 0.08
H -0.65 3.27 -8.94 0.08
H -1.76 2.98 -7.57 0.08
H 0.48 2.46 -7.07 0.09
```

- E_HOMO: -10.022 eV
- LUMO: 0.371 eV
- Energy above the lowest of the compared OMol25 structures with the same formula, charge and spin: 0.00 kJ/mol
- Molecular weight: 679.77 g/mol
- Multiplicity: 1